This record from the OMol25 dataset describes C34H43BBrN7O4RhS3 as an isolated structure. The level of theory is ωB97M-V with the def2-TZVPD basis set.

```
94
Properties=species:S:1:pos:R:3
Rh -0.146 -0.982 0.068
Br 3.018 -4.313 -1.788
S -1.608 -2.708 0.030
S 1.087 -1.514 -2.825
S -0.108 -0.795 2.395
O 2.783 -1.758 1.794
O -2.585 5.353 -2.835
O 1.647 -1.965 -0.149
O 0.031 -0.717 -2.041
N -0.023 -4.555 1.321
N -0.163 -4.854 -0.836
N -2.312 -1.377 3.889
N -2.828 5.527 -0.590
N -1.292 -3.161 3.164
N -1.842 3.620 -1.583
N -1.676 0.356 -0.012
C -3.274 2.611 0.166
C 2.556 -0.439 -2.914
C -2.656 5.953 3.063
C -2.707 0.381 0.839
C -2.535 0.003 4.293
C 2.360 1.179 -0.913
C -2.401 -3.564 3.873
C -1.002 0.630 -4.756
C -2.438 4.880 -1.732
C 5.052 -1.285 0.229
C -1.267 -1.825 3.157
C -1.444 1.421 -0.785
C 2.328 0.993 -2.425
C 0.644 -5.842 -0.348
C 5.495 -3.009 -1.877
C 2.717 -1.959 0.604
C 4.012 -2.131 -0.171
C 4.269 -2.996 -1.221
C 0.738 -5.643 0.991
C -0.658 4.865 2.368
C 0.529 -1.418 -4.536
C -0.527 -4.692 -2.233
C -2.208 2.581 -0.729
C -0.557 -4.074 0.201
C 0.298 -0.052 -5.177
C 6.493 -2.132 -1.488
C -3.523 1.491 0.937
C -1.433 5.385 3.400
C -3.034 -2.463 4.337
C 6.272 -1.269 -0.423
C -1.079 4.899 1.048
C -2.316 5.451 0.732
C -3.099 5.981 1.750
C -0.956 5.335 4.826
B -0.110 -4.134 2.848
H 7.444 -2.141 -2.004
H -3.908 -2.352 4.953
H -3.363 0.018 4.995
H 0.930 -3.623 3.142
H -3.910 3.479 0.243
H 0.278 -0.214 -6.257
H 0.366 -4.796 -2.846
H 3.314 0.853 -0.498
H -3.380 6.345 -0.799
H -1.556 5.981 5.465
H 1.583 0.602 -0.405
H 1.088 -6.587 -0.984
H -2.621 -4.606 4.017
H 1.277 -6.194 1.741
H -0.957 -3.703 -2.365
H 0.084 5.653 4.903
H -0.433 4.517 0.271
H 5.663 -3.715 -2.678
H 3.126 1.599 -2.861
H 1.152 0.603 -4.992
H 0.312 4.437 2.596
H -2.765 0.630 3.435
H -1.395 3.339 -2.443
H -0.617 1.336 -1.476
H -1.017 4.320 5.224
H -1.867 0.084 -5.135
H -1.050 1.642 -5.161
H -4.363 1.478 1.618
H 4.870 -0.639 1.077
H 2.217 2.228 -0.654
H 1.392 1.376 -2.838
H -3.279 6.382 3.838
H 2.860 -0.442 -3.961
H 1.298 -1.987 -5.067
H 3.328 -0.946 -2.334
H -1.096 0.678 -3.673
H -2.885 -0.524 1.401
H -0.386 -2.016 -4.552
H -1.645 0.396 4.778
H -0.343 -5.148 3.452
H 7.050 -0.594 -0.093
H -4.060 6.423 1.513
H -1.262 -5.442 -2.521
```

E_HOMO in Ha: -0.38422
LUMO in eV: -3.7
Net charge: +1
M in g mol⁻¹: 903.59
Orbital gap in eV: 6.7092
Energy above the lowest of the compared OMol25 structures with the same formula, charge and spin in kcal/mol: 0.0